C16H10ClN3OS | the ωB97M-V functional and the def2-TZVPD basis

Computed properties:
structure (SMILES)	Oc1sc(Nc2ccc(Cl)cc2)nc2c3ccccc3nc1-2
HOMO-LUMO gap	5.915	eV
LUMO level	-1.3	eV
relative energy (zero: lowest compared OMol25 entry of this formula, charge and spin)	38.4	kcal/mol
E_tot	-1713.51147	a.u.

Positions of all 32 atoms, in Å:
O 3.53248 2.88553 -1.24428
C 2.31548 2.29942 -0.93622
S 0.77192 2.67632 -1.77645
C -0.14294 1.29368 -1.27449
N -1.32321 1.09905 -1.97855
C -2.13050 -0.03103 -2.02479
C -3.36803 0.02913 -2.70059
C -4.09089 -1.16131 -2.91834
C -3.60278 -2.39806 -2.43758
Cl -4.70346 -3.73038 -2.67287
C -2.43649 -2.47260 -1.70116
C -1.63767 -1.29232 -1.59436
N 0.04554 0.71433 -0.13961
C 1.18538 0.83843 0.56813
C 1.38859 0.30862 1.77015
C 0.48734 -0.17978 2.74906
C 1.16639 -0.75281 3.97345
C 2.56487 -0.56026 4.21212
C 3.36472 0.15007 3.21734
C 2.74395 0.57121 2.09288
N 3.38102 1.23281 1.08242
C 2.34370 1.47738 0.16231
H 4.14554 2.54905 -0.55119
H -1.40149 1.82298 -2.68340
H -3.76600 0.93846 -3.13291
H -5.04407 -1.25120 -3.37691
H -2.31293 -3.51227 -1.32034
H -0.68146 -1.35803 -1.13868
H -0.55509 -0.48329 2.40915
H 0.47210 -1.18839 4.70676
H 2.92767 -0.96595 5.16930
H 4.36035 0.45121 3.48966

Cartesian forces (eV/Å) of the 3 atoms listed first:
-2.275 -0.139 -0.235
2.142 0.200 0.588
2.436 0.204 -0.472